No. 1
# C5H7N3

An isolated molecule of C5H7N3 in a non-equilibrium geometry (ωB97M-V/def2-TZVPD, the Open Molecules 2025 dataset).

The geometry in XYZ format:
```
15
Properties=species:S:1:pos:R:3:lowdin_charge:R:1
C -0.574 -1.170 -1.084 -0.1207
N -1.487 -0.175 -1.255 0.0007
N -1.567 0.972 -0.568 -0.0804
C -0.975 1.463 0.442 -0.1238
C -0.059 0.452 1.020 -0.2743
N 1.461 0.544 1.289 0.0763
C 0.906 0.132 0.040 -0.4076
C 0.749 -1.356 -0.341 -0.0878
H -1.027 -1.934 -1.793 0.1139
H -1.458 2.604 0.568 0.1699
H -0.567 -0.326 1.531 0.1324
H 1.924 1.523 1.440 0.1413
H 0.929 1.002 -0.735 0.1839
H 1.304 -1.927 -1.198 0.1460
H 0.439 -1.804 0.642 0.1301
```

Computed properties:
ΔE to the lowest compared entry with this formula, charge and spin (kcal/mol): 169.20
Gap between HOMO and LUMO (eV): 8.459
Maximum force (eV/A): 4.8
E_HOMO (eV): -8.4144
Spin multiplicity: 1
E_tot (eV): -9762.050

***

No. 2
# C5H7N3

An isolated molecule of C5H7N3 in a non-equilibrium geometry (ωB97M-V/def2-TZVPD, the Open Molecules 2025 dataset).

The geometry in XYZ format:
```
15
Properties=species:S:1:pos:R:3:lowdin_charge:R:1
H -0.936 -1.771 3.146 0.0092
N -0.756 -1.118 2.466 0.1001
C -0.135 -1.251 1.362 -0.2448
N -0.163 -0.439 0.267 -0.0532
C -0.900 0.776 0.463 -0.0602
C -0.624 1.529 -0.522 -0.2056
C 0.497 1.147 -1.279 -0.1020
C 0.584 -0.408 -0.791 -0.5143
N 1.295 -1.277 -1.205 0.1576
H 1.568 -0.851 -2.113 0.0730
H 0.212 -2.363 0.972 0.1691
H -1.839 0.732 1.296 0.1939
H -1.127 2.430 -0.785 0.1036
H 0.674 1.345 -2.523 0.1754
H 1.651 1.518 -0.756 0.1982
```

Computed properties:
ΔE to the lowest compared entry with this formula, charge and spin (kcal/mol): 115.41
Gap between HOMO and LUMO (eV): 9.398
Maximum force (eV/A): 7.6
E_HOMO (eV): -8.6019
Spin multiplicity: 1
E_tot (eV): -9764.383

***

No. 3
# C5H7N3

An isolated molecule of C5H7N3 in a non-equilibrium geometry (ωB97M-V/def2-TZVPD, the Open Molecules 2025 dataset).

The geometry in XYZ format:
```
15
Properties=species:S:1:pos:R:3:lowdin_charge:R:1
C -0.168 1.714 -0.178 -0.1242
C 1.090 1.311 -0.354 -0.1770
N 1.795 0.230 0.184 0.0498
C 1.376 -0.964 0.216 -0.2073
N 0.185 -1.624 -0.020 -0.0158
N -1.117 -1.378 -0.311 0.0229
C -1.732 -0.251 -0.132 -0.1388
C -1.251 0.995 0.548 -0.1797
H -0.451 2.608 -0.733 0.0976
H 1.786 2.005 -0.803 0.0947
H 2.139 -1.700 0.496 0.1193
H 0.328 -2.590 -0.294 0.1239
H -2.775 -0.281 -0.429 0.0996
H -0.862 0.819 1.555 0.1234
H -2.096 1.710 0.637 0.1117
```

Computed properties:
ΔE to the lowest compared entry with this formula, charge and spin (kcal/mol): 75.47
Gap between HOMO and LUMO (eV): 8.880
Maximum force (eV/A): 2.7
E_HOMO (eV): -8.2632
Spin multiplicity: 1
E_tot (eV): -9766.115

***

No. 4
# C5H7N3

An isolated molecule of C5H7N3 in a non-equilibrium geometry (ωB97M-V/def2-TZVPD, the Open Molecules 2025 dataset).

The geometry in XYZ format:
```
15
Properties=species:S:1:pos:R:3:lowdin_charge:R:1
C -0.876 -1.158 2.247 -0.1979
C -0.541 -1.275 0.924 -0.0561
N -0.031 -0.035 0.609 -0.1152
C 0.831 0.340 -0.470 -0.2573
C 0.374 1.487 -1.305 -0.1350
C 0.235 0.174 -1.855 -0.1505
N -0.515 0.840 1.588 0.0563
N -0.722 0.081 2.656 -0.0062
H -1.171 -1.879 2.966 0.0849
H -0.302 -2.135 0.270 0.1274
H 1.906 0.112 -0.361 0.1543
H -0.616 1.819 -0.989 0.1142
H 1.120 2.156 -1.805 0.1297
H -0.763 -0.372 -1.945 0.1349
H 1.070 -0.156 -2.530 0.1167
```

Computed properties:
ΔE to the lowest compared entry with this formula, charge and spin (kcal/mol): 89.63
Gap between HOMO and LUMO (eV): 10.060
Maximum force (eV/A): 4.2
E_HOMO (eV): -9.2169
Spin multiplicity: 1
E_tot (eV): -9765.501